Formula: C5H7NO
Source: OMol25
Level of theory: ωB97M-V/def2-TZVPD

```
14
Properties=species:S:1:pos:R:3:forces:R:3:mulliken_charge:R:1
C 1.93779 0.44116 -1.06843 0.3 0.2 -0.1 -0.95
C 1.05786 -0.71559 -0.70814 0.3 -0.3 -0.3 -0.30
C 0.65560 -0.90743 0.51284 -0.6 0.4 0.8 0.33
N 0.06570 -0.76208 1.59477 0.5 0.2 -0.7 -0.58
C -0.85381 0.33859 1.26385 -0.2 0.1 0.0 0.74
C -2.11458 -0.09748 0.58460 -0.5 -0.1 0.0 -0.91
O -0.55596 1.47189 1.49249 0.0 -0.1 0.3 -0.51
H 1.89732 1.20857 -0.29328 0.0 -0.1 0.0 0.30
H 2.98049 0.15153 -1.21230 0.0 0.0 0.0 0.30
H 1.58558 0.89073 -1.99997 0.0 -0.1 0.1 0.29
H 0.70034 -1.38992 -1.46749 0.0 -0.2 -0.2 0.37
H -2.43360 0.58698 -0.20385 0.2 0.1 0.2 0.28
H -2.90745 -0.12285 1.33497 0.0 0.0 0.0 0.30
H -2.01528 -1.09410 0.16994 0.0 -0.1 0.0 0.33
```
Forces are in eV/Å.

Its calculated total energy is -8834.2872 eV. Its multiplicity is 1. The energy above the lowest of the compared OMol25 structures with the same formula, charge and spin is 44.2 kcal per mole. As for the structure (SMILES): CC=C=NC(C)=O.

Formula: C5H7NO
Source: OMol25
Level of theory: ωB97M-V/def2-TZVPD

```
14
Properties=species:S:1:pos:R:3:forces:R:3:mulliken_charge:R:1
C 0.84736 1.38735 1.19372 0.1 0.1 0.1 -0.97
N 0.28692 0.28507 0.45039 0.0 0.0 -0.2 0.07
C -0.93534 -0.35605 0.71627 -0.1 -0.1 -0.1 -0.39
C -1.32179 -1.12816 -0.30182 0.0 0.0 0.1 -0.43
C -0.28125 -1.03014 -1.38592 0.0 0.0 0.0 -0.33
C 0.74328 -0.06115 -0.80721 0.1 0.1 -0.1 0.33
O 1.73341 0.38962 -1.34681 -0.2 -0.2 0.2 -0.63
H 1.67522 1.77625 0.59661 -0.1 0.0 0.1 0.34
H 1.22610 1.06967 2.17039 -0.1 0.0 -0.1 0.30
H 0.10146 2.17816 1.33394 0.1 -0.1 0.0 0.34
H -1.41735 -0.19277 1.67444 0.1 0.0 -0.2 0.42
H -2.20670 -1.75117 -0.32313 0.2 0.1 0.0 0.38
H 0.17427 -1.99073 -1.64996 0.0 0.2 0.1 0.29
H -0.62561 -0.57594 -2.32092 -0.2 -0.1 0.1 0.28
```
Forces are in eV/Å.

Its calculated total energy is -8835.9266 eV. Its multiplicity is 1. The energy above the lowest of the compared OMol25 structures with the same formula, charge and spin is 6.4 kcal per mole. As for the structure (SMILES): CN1C=CCC1=O.

Formula: C5H7NO
Source: OMol25
Level of theory: ωB97M-V/def2-TZVPD

```
14
Properties=species:S:1:pos:R:3:forces:R:3:mulliken_charge:R:1
C 1.36254 1.54588 0.67450 -0.1 0.2 0.3 -0.85
C -0.04886 0.19994 0.15099 0.2 -0.1 0.2 0.60
C 0.26729 -1.11904 0.38305 0.0 0.1 0.0 -0.61
N -0.72647 -1.79713 -0.25499 -0.1 -0.1 -0.1 -0.02
C -1.57375 -0.91853 -1.00614 0.0 0.0 0.0 0.22
O -2.59526 -1.31244 -1.55120 0.1 0.0 0.1 -0.66
C -1.04080 0.40930 -0.79354 -0.1 0.1 0.0 -0.73
H 2.20035 1.99591 0.12518 -0.1 -0.1 -0.1 0.34
H 1.68911 1.15952 1.63618 -0.1 0.0 -0.1 0.30
H 0.57120 2.28433 0.75799 0.1 -0.1 0.0 0.29
H 1.16255 -1.58480 0.76992 -0.1 0.1 0.0 0.38
H -0.99100 -2.75785 -0.10742 0.1 0.0 0.0 0.21
H -1.64584 1.28882 -0.95611 0.1 -0.1 0.0 0.35
H 1.24750 0.66752 -0.08908 0.0 -0.2 -0.2 0.17
```
Forces are in eV/Å.

Its calculated total energy is -8831.3043 eV. Its multiplicity is 1. The energy above the lowest of the compared OMol25 structures with the same formula, charge and spin is 113.0 kcal per mole.

Formula: C5H7NO
Source: OMol25
Level of theory: ωB97M-V/def2-TZVPD

```
14
Properties=species:S:1:pos:R:3:forces:R:3:mulliken_charge:R:1
O 1.83648 -0.56032 -1.06111 0.0 -0.3 0.0 -0.54
C 1.10727 -0.20651 0.08347 -0.2 0.1 0.3 -0.04
C 0.38115 1.10582 0.14360 0.2 0.3 0.1 -0.27
C -1.07612 0.92512 -0.04991 -0.3 0.2 -0.3 -0.14
C -1.33399 -0.48699 -0.50236 0.1 0.0 -0.1 -0.78
C -0.24240 -0.81747 0.53379 0.2 -0.4 0.0 -0.11
N -0.49422 0.53141 1.24745 -0.1 0.2 0.2 -0.62
H 2.72933 -0.79724 -0.77386 -0.4 0.0 -0.3 0.34
H 1.74135 -0.26384 0.97762 0.0 0.1 -0.2 0.38
H 0.83295 2.09327 0.10935 -0.1 -0.1 0.5 0.37
H -1.73122 1.79161 -0.06817 0.1 -0.1 -0.3 0.40
H -1.14230 -0.73278 -1.55018 0.0 -0.1 0.1 0.27
H -2.32656 -0.83387 -0.19489 0.3 0.0 0.0 0.30
H -0.28172 -1.74820 1.10518 0.1 0.2 -0.1 0.44
```
Forces are in eV/Å.

Its calculated total energy is -8833.0766 eV. Its multiplicity is 1. The energy above the lowest of the compared OMol25 structures with the same formula, charge and spin is 72.1 kcal per mole.

Formula: C5H7NO
Source: OMol25
Level of theory: ωB97M-V/def2-TZVPD

```
14
Properties=species:S:1:pos:R:3:forces:R:3:mulliken_charge:R:1
C 0.11224 1.54858 1.07802 0.0 -0.1 -0.1 -0.78
C 1.24060 0.61570 0.95040 -0.1 0.3 -0.1 -0.30
C -0.31336 -1.67945 -0.66902 0.0 0.0 -0.1 -0.82
C -1.65209 -0.99472 -0.65373 0.0 0.3 0.0 0.14
O -1.81497 0.17116 -0.93483 0.1 -0.5 0.1 -0.46
C 2.12371 0.86998 -0.10973 0.5 0.0 -0.5 0.50
N 2.92163 0.95565 -0.96067 -0.6 -0.1 0.7 -0.37
H 0.56974 2.34925 1.69479 0.0 -0.1 0.0 0.39
H -0.70618 1.13648 1.67215 0.1 0.1 0.0 0.24
H -0.25551 2.01684 0.15856 0.1 -0.1 0.1 0.30
H 0.19189 -1.49020 0.29014 -0.1 -0.1 -0.1 0.24
H 0.31476 -1.26700 -1.46256 -0.1 0.0 0.1 0.26
H -0.41376 -2.76139 -0.78551 0.0 0.1 0.0 0.32
H -2.51275 -1.61940 -0.33609 0.0 0.1 0.0 0.34
```
Forces are in eV/Å.

Its calculated total energy is -8831.6559 eV. Its multiplicity is 1. The energy above the lowest of the compared OMol25 structures with the same formula, charge and spin is 104.9 kcal per mole.

Formula: C5H7NO
Source: OMol25
Level of theory: ωB97M-V/def2-TZVPD

```
14
Properties=species:S:1:pos:R:3:forces:R:3:mulliken_charge:R:1
C -1.78714 0.44238 -0.33273 0.0 0.0 0.0 -0.50
C -1.18514 -0.70957 0.27215 0.1 0.0 -0.1 -0.61
C 1.17675 -0.18133 -0.16806 -0.2 0.2 -0.1 0.34
C 2.35304 0.04147 0.67143 0.1 0.1 0.2 -0.34
O 2.30707 -1.00188 -0.30577 0.0 -0.2 -0.1 -0.43
C 0.64179 0.68791 -1.12105 -0.6 0.4 -0.2 0.14
N -0.23407 1.31814 -1.60919 0.6 -0.4 0.5 -0.67
H -1.90959 1.33724 0.27009 0.0 -0.1 -0.2 0.31
H -2.43999 -0.52540 0.41810 0.0 0.0 0.0 0.27
H -2.34335 0.37179 -1.25583 0.1 -0.1 0.1 0.34
H -0.84701 -0.71403 1.29885 0.0 0.1 -0.1 0.38
H -1.12941 -1.63155 -0.29764 0.1 0.1 0.2 0.34
H 3.04984 0.85163 0.44826 -0.1 -0.2 0.0 0.23
H 2.34722 -0.28680 1.71138 0.0 0.0 -0.2 0.19
```
Forces are in eV/Å.

Its calculated total energy is -8829.5057 eV. Its multiplicity is 1. The energy above the lowest of the compared OMol25 structures with the same formula, charge and spin is 154.4 kcal per mole.

Formula: C5H7NO
Source: OMol25
Level of theory: ωB97M-V/def2-TZVPD

```
14
Properties=species:S:1:pos:R:3:forces:R:3:mulliken_charge:R:1
C 1.37959 0.72900 0.25668 0.1 0.0 0.1 -1.29
C 0.12239 0.25166 -0.47832 -0.1 0.1 0.0 0.57
C -0.87435 1.29663 -0.80270 -0.2 -0.2 0.0 -0.17
O -2.02855 1.01283 -0.46044 0.3 0.1 0.0 -0.16
C -2.08556 -0.46800 0.30386 0.6 0.1 -0.1 -1.03
C -0.75839 -0.73550 0.23751 -0.2 0.0 0.0 0.43
N -0.14767 -1.83679 0.88647 -0.1 -0.1 -0.2 -0.53
H 1.91321 1.49673 -0.31411 -0.1 -0.1 0.1 0.39
H 2.05057 -0.12179 0.40050 -0.1 0.1 0.0 0.32
H 1.12820 1.12199 1.24508 0.0 0.0 -0.1 0.34
H -0.68573 2.23441 -1.33370 0.0 -0.1 0.1 0.39
H 0.42882 -0.15084 -1.46160 0.0 0.0 0.1 0.23
H 0.42527 -2.38702 0.25480 -0.1 0.0 0.0 0.23
H -0.86780 -2.44331 1.26597 0.1 0.1 0.1 0.28
```
Forces are in eV/Å.

Its calculated total energy is -8831.9852 eV. Its multiplicity is 1. The energy above the lowest of the compared OMol25 structures with the same formula, charge and spin is 97.3 kcal per mole.

Formula: C5H7NO
Source: OMol25
Level of theory: ωB97M-V/def2-TZVPD

```
14
Properties=species:S:1:pos:R:3:forces:R:3:mulliken_charge:R:1
C 1.81687 -0.56285 0.41748 0.1 -0.1 -0.1 -1.14
C 0.40046 -0.17352 0.14109 0.4 0.1 0.1 0.48
N -0.59457 -0.86590 0.95335 -0.2 0.2 0.2 -0.54
C -0.96398 -0.67768 -0.40798 -0.2 -0.2 -0.2 -0.05
C -1.48968 0.75385 -0.59013 -0.1 0.1 -0.1 -0.72
C -0.02116 1.14728 -0.43751 0.2 0.3 0.1 0.46
O 0.63958 2.01362 -0.95652 -0.3 -0.3 0.4 -0.59
H 2.54062 -0.22488 -0.32560 -0.2 -0.1 0.0 0.31
H 1.89675 -1.63534 0.59979 0.0 0.1 -0.1 0.35
H 2.04380 -0.05331 1.36309 0.2 -0.1 -0.1 0.27
H -1.11216 -0.29416 1.61356 -0.1 0.2 -0.1 0.25
H -1.17625 -1.50808 -1.07380 0.2 0.0 0.2 0.38
H -2.09119 1.08439 0.26450 -0.1 -0.2 -0.2 0.24
H -1.97032 1.03129 -1.52726 0.2 0.0 0.0 0.31
```
Forces are in eV/Å.

Its calculated total energy is -8833.9185 eV. Its multiplicity is 1. The energy above the lowest of the compared OMol25 structures with the same formula, charge and spin is 52.7 kcal per mole. As for the structure (SMILES): C[C@]12N[C@H]1CC2=O.

Formula: C5H7NO
Source: OMol25
Level of theory: ωB97M-V/def2-TZVPD

```
14
Properties=species:S:1:pos:R:3:forces:R:3:mulliken_charge:R:1
C -0.57168 -1.18461 -0.10311 -0.5 -0.6 0.2 0.60
C 1.06199 -0.20453 1.22961 -1.0 1.4 2.8 -0.45
C -0.31881 -0.84517 1.33058 1.2 1.2 -1.9 -0.49
C -0.02684 0.61241 0.69171 -0.6 -3.1 0.7 -0.54
C -0.26706 0.83372 -1.74333 0.0 3.3 -1.0 -0.91
N -0.36717 0.08023 -0.59298 0.3 0.1 2.0 0.10
O -0.85583 -2.23230 -0.58767 -0.4 -0.9 -1.2 -0.62
H 1.30613 0.19533 2.22790 0.8 -0.5 -0.5 0.24
H 1.78423 -0.55652 0.56814 1.4 -0.6 -0.8 0.27
H -0.70455 -1.46846 2.12251 -0.1 0.8 0.4 0.44
H -0.37938 1.53677 0.94926 -0.6 2.2 1.0 0.46
H -1.19379 1.57061 -1.76145 1.7 -1.5 -0.8 0.25
H 0.67813 1.54870 -1.82065 -1.6 -1.5 0.6 0.25
H -0.14537 0.11383 -2.51053 -0.6 -0.1 -1.6 0.40
```
Forces are in eV/Å.

Its calculated total energy is -8833.0934 eV. Its multiplicity is 1. The energy above the lowest of the compared OMol25 structures with the same formula, charge and spin is 71.7 kcal per mole.

Formula: C5H7NO
Source: OMol25
Level of theory: ωB97M-V/def2-TZVPD

```
14
Properties=species:S:1:pos:R:3:forces:R:3:mulliken_charge:R:1
C -0.83044 -0.26823 -1.58775 -0.1 0.5 -0.4 -0.59
N -0.15026 0.72072 -1.18301 -0.5 -0.3 -0.2 -0.40
C -0.52367 1.21977 0.12588 -0.1 0.0 0.1 -0.50
C 0.49754 0.65741 1.12911 0.1 0.1 0.0 -0.39
C 0.96170 -0.73350 0.78685 0.0 -0.3 0.1 -0.58
C 0.62098 -1.62270 -0.11877 0.5 -0.7 0.2 0.67
O 0.49323 -2.56163 -0.81136 0.0 0.7 0.4 -0.43
H -0.52751 -0.80711 -2.48280 -0.1 0.2 -0.1 0.37
H -1.72006 -0.64131 -1.05990 0.1 0.0 0.0 0.35
H -1.54661 0.91279 0.39802 0.2 0.0 0.0 0.30
H -0.48217 2.31430 0.12670 0.0 -0.2 0.0 0.31
H 0.07821 0.65532 2.14551 0.0 0.1 -0.3 0.32
H 1.36902 1.31984 1.15344 0.0 -0.1 0.0 0.25
H 1.76002 -1.16567 1.37807 0.0 0.0 0.2 0.32
```
Forces are in eV/Å.

Its calculated total energy is -8833.8932 eV. Its multiplicity is 1. The energy above the lowest of the compared OMol25 structures with the same formula, charge and spin is 53.3 kcal per mole. As for the structure (SMILES): C=NCCC=C=O.

Formula: C5H7NO
Source: OMol25
Level of theory: ωB97M-V/def2-TZVPD

```
14
Properties=species:S:1:pos:R:3:forces:R:3:mulliken_charge:R:1
O 1.91706 1.45766 -0.41592 0.4 0.5 -0.4 -0.63
C 1.71429 0.34000 -0.01704 -1.1 -1.0 0.6 0.56
C 1.71836 -0.65699 0.96028 -0.5 0.1 -0.8 -0.47
C 1.06620 -0.96130 -0.22112 2.0 0.9 0.3 -0.26
H 2.00863 -1.05079 1.91462 0.1 -0.1 0.2 0.37
H 1.01690 -1.74733 -0.95243 -0.5 -0.2 0.1 0.37
C -1.22346 -0.86444 -0.16175 -1.3 0.5 -0.4 -1.09
C -1.26320 0.41977 -0.61584 0.5 -0.6 0.2 0.12
N -1.15476 1.50887 0.18367 0.0 0.2 0.4 -0.42
H -1.41568 -1.06858 0.88537 0.4 0.0 0.1 0.28
H -1.49403 -1.66027 -0.83850 0.1 -0.1 -0.1 0.37
H -1.26752 0.63622 -1.67869 0.0 0.0 0.0 0.30
H -0.69552 2.32259 -0.19875 0.0 -0.1 0.0 0.29
H -0.92727 1.32459 1.15611 -0.1 0.1 -0.3 0.23
```
Forces are in eV/Å.

Its calculated total energy is -8832.1579 eV. Its multiplicity is 1. The energy above the lowest of the compared OMol25 structures with the same formula, charge and spin is 93.3 kcal per mole. As for the structure (SMILES): O=c1cc1.C=CN.

Formula: C5H7NO
Source: OMol25
Level of theory: ωB97M-V/def2-TZVPD

```
14
Properties=species:S:1:pos:R:3:forces:R:3:mulliken_charge:R:1
C 1.75460 0.57475 0.39479 0.0 -0.1 0.1 -0.96
C 0.51003 0.36848 -0.04609 0.1 -0.1 -0.1 0.60
C 0.21136 0.51068 -1.50729 0.2 0.1 -0.1 -0.53
O -0.93169 -0.30271 -1.77175 0.0 -0.1 0.0 -0.40
C -1.44319 -0.61761 -0.54005 0.0 0.0 0.2 -0.57
C -0.72358 -0.19142 0.51704 0.1 0.0 -0.3 0.46
N -0.96298 -0.40237 1.88564 0.1 -0.1 0.0 -0.56
H 2.07260 0.73493 1.41485 -0.2 -0.4 0.2 0.30
H 2.54343 0.55155 -0.35057 0.0 0.6 0.1 0.22
H 1.08792 0.24123 -2.10021 -0.3 -0.2 -0.3 0.33
H -0.05279 1.55056 -1.74318 0.0 -0.1 0.1 0.22
H -2.33553 -1.23499 -0.57337 0.1 0.2 0.1 0.39
H -0.10378 -0.63020 2.37452 -0.1 0.1 0.0 0.25
H -1.62639 -1.15289 2.04568 0.0 0.2 0.0 0.24
```
Forces are in eV/Å.

Its calculated total energy is -8834.3479 eV. Its multiplicity is 1. The energy above the lowest of the compared OMol25 structures with the same formula, charge and spin is 42.8 kcal per mole. As for the structure (SMILES): C=C1COC=C1N.